C23H52O4P4Sn | ωB97M-V/def2-TZVPD

Structure (XYZ):
```
84
Properties=species:S:1:pos:R:3:forces:R:3:lowdin_charge:R:1
Sn -0.93254 0.56196 -0.00752 2.6103 -3.8174 0.9138 0.9875
P -2.14140 -1.72153 -0.00190 -0.7530 -1.0916 0.3161 0.7564
P 1.61062 -1.43966 1.68636 0.6694 0.2349 1.0906 0.7685
P 1.79882 -3.26838 -1.56024 1.2534 -0.2032 -0.2672 0.8387
H -0.77499 3.10730 -1.13748 -0.0095 -0.5573 0.2288 0.0973
C -0.90608 2.12236 -1.60930 -2.7972 0.4133 -2.0229 -0.1384
C -2.19428 1.47132 -1.61040 0.9975 2.3849 -1.3630 -0.1574
H -3.07295 1.94607 -1.15890 0.3830 -0.1016 0.1816 0.0988
C -3.77497 -1.50764 0.75154 -0.0141 0.3816 -0.0197 -0.2071
C -1.29198 -2.98947 0.98162 0.5163 0.2713 0.2671 -0.2353
C -2.39475 -2.48798 -1.62879 0.2871 0.4745 -0.3887 -0.1920
C 3.12514 -0.39692 1.63312 -0.1616 0.2356 -0.5325 -0.2736
C 1.03985 -1.02824 3.39309 -0.2875 0.1843 -0.0067 -0.2796
C 2.40543 -3.05715 2.09904 -0.3075 -0.3737 -0.5429 -0.2438
C 1.51072 -3.52026 -3.36159 -0.6908 0.2639 -0.2523 -0.2807
C 2.64744 -4.86822 -1.16963 -0.4973 -0.0454 0.3803 -0.2620
C 3.25871 -2.13087 -1.62758 -0.2698 0.2897 -0.0041 -0.2944
H -0.18602 1.87124 -2.40155 -0.2055 -0.1353 0.7587 0.0689
H -2.41214 0.74501 -2.39565 0.2239 -0.1620 0.3690 0.0910
H -4.47480 -1.06929 0.02871 0.1059 -0.1121 0.1503 0.0772
H -3.71652 -0.85365 1.63186 -0.0358 -0.2410 -0.1137 0.0553
H -4.13261 -2.50013 1.05605 0.0135 0.2138 -0.0750 0.0869
H -0.95927 -2.57948 1.94543 -0.1923 -0.1573 -0.2366 0.0378
H -0.41843 -3.37803 0.43588 -0.2737 0.2569 0.1195 0.0107
H -2.00459 -3.80550 1.16830 -0.0418 0.2382 -0.1677 0.0934
H -2.68006 -1.73420 -2.37433 -0.0696 -0.2868 0.1164 0.0526
H -3.20918 -3.22009 -1.53089 0.1415 0.1776 0.0776 0.0945
H -1.48133 -2.99869 -1.96764 -0.2129 0.2056 0.2230 0.0457
H 3.77223 -0.63544 2.48858 -0.1841 0.0988 -0.2465 0.0664
H 2.83360 0.66274 1.67363 0.2047 -0.1948 -0.0019 0.0318
H 3.66664 -0.57973 0.69397 -0.0500 0.1599 0.3588 0.0251
H 1.86957 -0.59345 3.96493 -0.2119 -0.1882 -0.0179 0.0648
H 0.69997 -1.94545 3.89029 0.0401 0.2632 -0.0090 0.0559
H 0.20482 -0.31618 3.37595 0.3042 -0.1789 0.1499 -0.0094
H 3.33892 -2.88561 2.65360 -0.3241 0.0051 -0.0947 0.0721
H 2.62984 -3.63025 1.18823 0.0027 0.1390 0.3954 -0.0020
H 1.71839 -3.64838 2.72027 0.2366 0.0747 -0.2116 0.0568
H 1.61298 -4.58374 -3.62240 -0.0872 0.4297 0.0218 0.0602
H 2.20423 -2.90748 -3.95290 -0.1039 -0.3285 0.1219 0.0398
H 0.49254 -3.18641 -3.59081 0.1319 -0.2066 -0.2633 0.0084
H 2.96254 -5.36688 -2.09395 0.0209 0.1575 0.2629 0.0580
H 1.92325 -5.51064 -0.65128 0.3323 -0.0732 -0.1310 0.0487
H 3.51224 -4.71038 -0.51656 -0.1836 -0.0750 -0.1470 0.0450
H 3.76342 -2.25227 -2.59420 0.0679 -0.0538 0.3026 0.0546
H 3.96908 -2.32873 -0.81458 -0.2506 0.0741 -0.1997 0.0477
H 2.88085 -1.10070 -1.57267 0.4107 -0.2327 0.0971 -0.0021
C 1.33546 0.28097 -4.08503 -0.4282 -1.5031 2.7063 -0.3340
C 2.31214 1.32455 -4.28704 1.4707 0.7072 -0.7716 0.0985
C 2.71184 1.63811 -5.57040 0.6299 0.6260 1.6566 0.0288
C 2.06284 1.07723 -6.68191 0.0773 0.0200 0.0038 0.1227
C 0.89666 0.32147 -6.48513 -1.5550 -0.9924 0.6844 0.0284
C 0.50133 -0.04937 -5.21435 -0.1634 -0.4419 -1.9080 0.0929
O 1.26494 -0.37580 -2.99345 -0.0476 1.8596 -2.6625 -0.0055
H 0.40915 -0.23369 -1.19271 -0.9255 0.9769 1.1113 0.0607
H 2.78231 1.74220 -3.39788 0.1352 -0.0428 -0.2921 0.1499
H 3.54180 2.32922 -5.71862 -0.1998 -0.1570 0.0003 0.1506
H 2.44106 1.26018 -7.68959 -0.1092 -0.0045 0.1862 0.1660
H 0.30034 0.01490 -7.34174 0.1575 -0.0003 0.1101 0.1487
H -0.37057 -0.66965 -5.02605 0.1147 0.0052 -0.2242 0.1417
C -4.62318 4.17478 1.20599 -0.1386 0.3884 0.1929 -0.0400
C -3.13429 3.94035 1.35300 -0.1538 0.4151 -0.2490 -0.2326
O -2.95176 2.70436 2.12373 1.8335 -1.7787 -0.6622 -0.2384
P -1.58612 1.83126 2.14623 -0.9790 1.9872 5.4093 0.7195
O -1.82014 0.81054 3.38172 0.6379 0.9096 -3.6293 -0.3003
C -2.30610 1.11402 4.76288 -0.5902 0.5543 0.5511 -0.1745
C -1.18204 1.58605 5.63579 0.3333 -0.0990 -0.1837 -0.0462
O -0.42983 2.84793 2.68266 -0.9478 -1.5555 -1.7806 -0.2390
C 0.46843 3.56015 1.75281 0.1132 0.3094 0.0288 -0.2633
C 1.57012 4.21581 2.55252 0.1855 0.0964 0.0535 -0.0377
H -5.18229 3.24411 1.07315 0.1725 0.0888 -0.0319 0.0909
H -4.80167 4.81652 0.33992 -0.0048 -0.0331 0.0673 0.0995
H -5.02400 4.70453 2.07943 0.0858 -0.2720 -0.1814 0.1055
H -2.65646 3.83281 0.36299 -0.0144 -0.0944 0.2474 0.0948
H -2.63832 4.75681 1.89540 -0.0788 -0.3009 -0.1325 0.1399
H -3.11364 1.85162 4.67397 0.2154 -0.2394 -0.0557 0.1296
H -2.71440 0.16416 5.10240 -0.0125 0.0226 -0.1965 0.1347
H -0.72139 2.48583 5.22309 -0.0174 -0.0429 0.1816 0.0781
H -1.58267 1.81991 6.62459 -0.0019 -0.0202 -0.0616 0.1119
H -0.42484 0.80230 5.74912 -0.1019 0.1990 0.0296 0.0902
H 0.90103 2.84445 1.03400 -0.1144 -0.1104 0.1599 0.0860
H -0.12111 4.30226 1.19782 0.0559 -0.1017 0.1892 0.1174
H 1.17354 4.93258 3.27898 -0.0017 -0.1748 -0.1582 0.1063
H 2.19028 3.48120 3.07497 -0.2065 0.0427 -0.0494 0.0946
H 2.22859 4.76443 1.86905 -0.1647 -0.0554 0.0732 0.1047
```
Forces are in eV/Å.

Output
Relative energy (zero: lowest compared OMol25 entry of this formula, charge and spin) = 260.1 kJ/mol
HOMO level (spin up / spin down) = -17.97 / -17.97 eV
Net charge = +4
Total energy = -2786.56072 a.u.
Gap between HOMO and LUMO (spin up / spin down) = 0.1177 / 0.1177 hartree